[1]
ORCA calculation (ωB97M-V/def2-TZVPD) on a molecular structure, C27H53I2N13O23 at a distorted geometry.

ORCA input file:
```
! wB97M-V def2-TZVPD RIJCOSX def2/J DEFGRID3
* xyz 0 1
C 0.5760 -3.2493 1.5790
O 0.6003 -2.9950 0.1383
C -0.6232 -3.5936 -0.4189
C -0.5245 -3.8107 -2.0030
C -1.9404 -3.9082 -2.7606
C -2.4505 -2.4874 -3.3649
C -2.1133 -1.2841 -2.3673
C -0.8370 -0.4507 -2.6743
C -0.3577 0.7467 -1.7497
N 0.8484 1.4249 -2.1443
C 1.1398 2.4412 -1.1848
C 0.3010 2.7892 0.0769
N -0.9159 2.1260 0.4142
C -1.2358 1.0813 -0.5207
C -2.5432 0.2389 -0.2230
C -3.0256 -0.9492 -1.1006
C -4.3263 -1.8386 -0.7877
I -4.4576 -2.2122 1.3801
C -5.6951 -1.2411 -1.3943
C -6.7611 -2.4803 -1.4500
I -6.5785 0.2221 -0.0042
H 1.1841 -4.2236 1.7445
H -0.4851 -3.4253 1.9841
H 1.0398 -2.3843 2.1796
H -1.4958 -2.9357 -0.0759
H -0.7668 -4.6235 0.0874
H 0.0894 -2.9921 -2.5185
H 0.0056 -4.8274 -2.1653
H -1.7746 -4.5865 -3.6861
H -2.7738 -4.4130 -2.1510
H -3.6000 -2.4712 -3.5137
H -1.9413 -2.2378 -4.3747
H -0.2182 -0.7324 -3.6082
H 2.1050 3.0501 -1.3544
H 0.6594 3.6270 0.7704
H -3.2059 0.4831 0.6912
H -4.1900 -2.8848 -1.2630
H -5.6029 -0.8543 -2.4645
H -7.2564 -2.5958 -2.4757
H -6.2633 -3.4815 -1.1700
H -7.5989 -2.3323 -0.6638
C -3.9262 -6.4920 2.2988
N -2.7554 -5.9924 1.5319
O -2.9750 -5.2191 0.6116
O -1.6562 -6.3932 1.8800
H -4.8318 -6.0549 1.8809
H -3.9420 -7.5773 2.2037
H -3.7935 -6.1871 3.3365
C 4.4042 4.4240 2.3018
N 3.3234 5.0795 1.5185
O 2.9030 4.4866 0.5350
O 2.9335 6.1660 1.9160
H 4.6472 3.4737 1.8357
H 5.2658 5.0891 2.2931
H 4.0305 4.2728 3.3140
C -2.6266 -2.4285 4.7759
N -2.2685 -3.8552 4.9867
O -3.1847 -4.6646 5.0238
O -1.0837 -4.1134 5.1074
H -3.7088 -2.3475 4.6857
H -2.2690 -1.8683 5.6393
H -2.1374 -2.0990 3.8594
C 0.1512 7.4597 3.0744
N 0.5623 7.4241 4.5027
O 1.6800 7.0065 4.7550
O -0.2547 7.8179 5.3223
H 0.9705 7.0832 2.4623
H -0.7299 6.8270 2.9706
H -0.0735 8.4957 2.8230
C -0.5354 8.5443 8.5733
N -0.5816 9.7746 9.4066
O -0.1338 10.8001 8.9183
O -1.0661 9.6673 10.5224
H -0.0827 8.7860 7.6136
H 0.0640 7.8080 9.1076
H -1.5601 8.1992 8.4400
C 3.5823 0.2891 -2.2464
N 5.0055 -0.1371 -2.1786
O 5.7948 0.4151 -2.9328
O 5.2827 -1.0098 -1.3725
H 3.4840 1.0666 -3.0021
H 2.9894 -0.5850 -2.5133
H 3.3063 0.6695 -1.2642
C 1.1634 4.8363 -4.5697
N 2.5855 4.4095 -4.5034
O 3.3717 4.9585 -5.2567
O 2.8608 3.5361 -3.6954
H 1.0652 5.6132 -5.3260
H 0.5700 3.9619 -4.8350
H 0.8888 5.2177 -3.5866
C 7.7811 1.8973 -4.4695
N 8.5142 3.1798 -4.6357
O 8.5189 3.6842 -5.7480
O 9.0598 3.6358 -3.6429
H 7.3492 1.6131 -5.4275
H 8.4987 1.1499 -4.1331
H 7.0014 2.0584 -3.7283
C -10.0728 -4.8523 -3.6726
N -9.0479 -5.2305 -2.6647
O -9.4046 -5.9475 -1.7441
O -7.9202 -4.7930 -2.8340
H -11.0216 -5.3093 -3.3968
H -10.1523 -3.7656 -3.6686
H -9.7337 -5.2209 -4.6401
C 2.6675 -7.2599 -3.8773
N 1.4373 -6.4882 -4.1936
O 0.4713 -6.6485 -3.4641
O 1.4847 -5.7486 -5.1631
H 2.4813 -7.8713 -2.9959
H 2.8938 -7.8855 -4.7401
H 3.4655 -6.5428 -3.6880
C 7.9834 1.6621 3.6135
N 6.7631 2.4484 3.2950
O 5.7901 2.2920 4.0160
O 6.8245 3.1965 2.3305
H 7.7849 1.0454 4.4885
H 8.2096 1.0414 2.7471
H 8.7870 2.3698 3.8143
*
```

Computed properties:
**LUMO**: -0.94 eV
**Highest occupied orbital energy**: -0.3120 Ha
**Gap between HOMO and LUMO**: 0.277 Ha

[2]
ORCA calculation (ωB97M-V/def2-TZVPD) on 4 unconnected molecules or ions with the total composition C27H53N4O8 at a distorted geometry.

ORCA input file:
```
! wB97M-V def2-TZVPD RIJCOSX def2/J DEFGRID3
* xyz 1 1
C 0.8257 13.0963 0.9205
C 1.4890 13.1307 -0.1104
C 2.1038 13.0315 -1.5670
N 1.9643 11.5990 -2.0050
C 1.4337 11.3582 -3.2806
C 1.2282 9.9614 -3.7602
C 1.5954 8.7975 -2.8484
C 1.3368 7.3269 -3.3372
O 2.1775 6.5297 -3.6614
O -0.0213 6.9160 -3.3626
C 2.1933 9.1198 -1.4853
C 2.3501 10.5713 -1.1170
H -0.0221 13.0375 1.6606
H 3.1702 13.3953 -1.5524
H 1.4166 13.6529 -2.2248
H 1.1744 12.2486 -3.9134
H 0.7842 9.8098 -4.7870
H -0.5739 7.6564 -3.7033
H 2.4717 8.2621 -0.7977
H 2.7654 10.7780 -0.0842
C -0.4197 1.7574 1.3408
O 0.9598 1.5208 1.1037
C 1.2225 1.0146 -0.2061
C 2.0073 2.0387 -1.0191
N 1.1734 3.1910 -1.3587
C 1.9240 4.3087 -1.9321
C 2.9402 5.0148 -1.0219
O 2.3460 5.7218 0.0653
C 2.1187 4.9363 1.2290
H -0.5384 2.0383 2.3883
H -0.7880 2.5781 0.7186
H -1.0091 0.8550 1.1531
H 0.3066 0.7089 -0.7225
H 1.8425 0.1218 -0.0782
H 2.3659 1.5689 -1.9403
H 2.8766 2.3413 -0.4238
H 0.7056 3.5177 -0.5207
H 1.1878 5.0476 -2.2475
H 2.4332 3.9666 -2.8388
H 3.4377 5.7770 -1.6304
H 3.7323 4.3462 -0.6727
H 2.8618 4.1455 1.3488
H 1.1119 4.5168 1.2118
H 2.1799 5.5977 2.0972
C -0.3561 -3.8022 -2.8007
O -0.1631 -3.9134 -1.3993
C 0.0421 -2.6533 -0.7606
C -1.1276 -2.3327 0.1640
N -2.3359 -2.0287 -0.6003
C -3.5427 -1.9443 0.2247
C -4.0112 -3.2349 0.9094
O -4.4627 -4.2308 0.0035
C -3.4388 -5.0769 -0.5025
H -0.3985 -4.8098 -3.2161
H -1.2982 -3.2952 -3.0263
H 0.4762 -3.2671 -3.2684
H 0.2161 -1.8481 -1.4819
H 0.9481 -2.7541 -0.1541
H -0.8684 -1.4698 0.7864
H -1.2809 -3.1982 0.8187
H -2.4767 -2.7512 -1.2973
H -4.3475 -1.6004 -0.4314
H -3.4021 -1.1655 0.9829
H -4.8825 -2.9754 1.5201
H -3.2677 -3.6394 1.6038
H -2.6291 -5.2261 0.2131
H -3.0522 -4.6794 -1.4435
H -3.8843 -6.0494 -0.7207
C 0.4618 -7.3645 4.6926
O 0.9778 -8.2962 3.7558
C 0.5319 -9.6327 3.9930
C -0.3713 -10.0978 2.8553
N -1.6543 -9.3976 2.8828
C -2.4716 -9.6246 1.6898
C -1.9352 -9.0815 0.3583
O -1.8904 -7.6610 0.2947
C -0.6966 -7.0856 0.8076
H 0.9329 -6.3991 4.5023
H -0.6196 -7.2508 4.5756
H 0.6953 -7.6702 5.7169
H 0.0386 -9.7365 4.9646
H 1.4261 -10.2634 4.0080
H -0.5456 -11.1740 2.9514
H 0.1587 -9.9158 1.9134
H -1.4848 -8.4019 2.9678
H -3.4396 -9.1519 1.8798
H -2.6618 -10.6986 1.5883
H -2.6421 -9.3888 -0.4197
H -0.9721 -9.5198 0.0788
H 0.1725 -7.7316 0.6647
H -0.8196 -6.8357 1.8634
H -0.5186 -6.1489 0.2712
*
```

Computed properties:
**LUMO**: -5.17 eV
**Highest occupied orbital energy**: -0.3468 Ha
**Gap between HOMO and LUMO**: 0.157 Ha
**Relative energy (zero: lowest compared OMol25 entry of this formula, charge and spin)**: 0.0 kJ/mol